C22H43BFGdN2O4PS | ωB97M-V/def2-TZVPD

Structure (ORCA input):
```
! wB97M-V def2-TZVPD RIJCOSX def2/J DEFGRID3
* xyz 3 8
C 3.347 2.819 1.880
C 4.040 2.387 0.590
C 4.272 0.870 0.532
C 4.207 0.317 -0.890
C 4.597 -1.172 -0.966
C 3.602 -1.955 -1.846
C 2.438 -2.398 -0.962
C 1.159 -2.799 -1.672
C 0.434 -1.645 -2.390
C -0.867 -1.185 -1.717
C -0.779 -0.952 -0.191
C -1.539 0.259 0.411
C -1.329 0.245 1.962
C 0.124 0.457 2.408
C -1.966 -1.017 2.611
C -1.107 -1.865 3.550
C -1.000 1.622 -0.226
F -1.085 2.641 0.713
C 0.434 1.668 -0.769
C 0.617 2.746 -1.816
N 0.888 3.914 -1.443
N -1.931 1.963 -1.293
C -3.063 1.137 -1.292
O -3.869 1.089 -2.167
C -3.066 0.245 -0.009
B -3.877 -1.181 -0.313
C -5.282 -1.287 -0.980
O -3.226 -2.319 0.058
P -4.211 1.077 1.140
O -5.553 1.387 0.382
O -3.572 2.408 1.666
S -4.805 -0.168 2.635
H 3.815 2.348 2.748
H 3.404 3.898 2.021
H 2.289 2.537 1.882
H 3.462 2.713 -0.284
H 5.003 2.896 0.516
H 5.253 0.628 0.949
H 3.518 0.369 1.155
H 4.897 0.892 -1.514
H 3.209 0.491 -1.317
H 4.558 -1.601 0.041
H 5.622 -1.311 -1.308
H 4.202 -2.798 -2.272
H 3.268 -1.319 -2.672
H 2.778 -3.182 -0.269
H 2.174 -1.547 -0.325
H 1.485 -3.481 -2.484
H 0.487 -3.346 -1.002
H 1.130 -0.817 -2.538
H 0.151 -1.967 -3.399
H -1.187 -0.287 -2.249
H -1.630 -1.940 -1.926
H -1.128 -1.849 0.319
H 0.263 -0.819 0.106
H -1.872 1.103 2.358
H 0.770 -0.394 2.181
H 0.155 0.607 3.486
H 0.554 1.349 1.970
H -2.819 -0.678 3.232
H -2.385 -1.676 1.849
H -0.246 -2.296 3.034
H -1.708 -2.681 3.954
H -0.745 -1.298 4.407
H 1.114 1.902 0.049
H 0.722 0.714 -1.199
H 0.508 2.450 -2.866
H 0.989 4.565 -2.221
H -2.224 2.934 -1.185
H -5.204 -1.989 -1.821
H -5.991 -1.746 -0.280
H -5.707 -0.379 -1.382
H -3.682 -3.111 -0.260
H -5.830 2.302 0.219
H -4.098 3.218 1.767
Gd 2.648 -4.712 -3.069
*
```

Properties
**Frontier orbital gap (alpha / beta)**: 4.46 / 5.81 eV



C22H43BrN2O5RhSi | ωB97M-V/def2-TZVPD

Structure (ORCA input):
```
! wB97M-V def2-TZVPD RIJCOSX def2/J DEFGRID3
* xyz 1 5
Rh -1.808 1.686 0.887
O 1.993 2.214 2.184
C 0.805 2.326 2.351
O -0.100 2.885 1.663
C 0.265 1.516 3.677
C 0.025 0.079 3.169
C -0.028 -0.875 4.367
C -1.387 -0.487 4.998
C -1.887 0.590 4.025
O -1.365 0.140 2.758
C -1.063 1.857 4.275
C -1.844 3.155 3.537
O -1.470 4.193 4.014
O -2.691 2.817 2.679
H 1.092 1.622 4.372
H 0.658 -0.231 2.345
H -0.026 -1.907 4.020
H 0.821 -0.729 5.032
H -2.080 -1.327 5.006
H -1.298 -0.106 6.014
H -2.960 0.727 3.967
H -1.004 2.173 5.311
N -2.481 3.638 -0.135
C -3.829 3.491 -0.701
C -4.664 2.646 0.242
N -4.043 1.311 0.382
H -2.499 4.220 0.698
H -1.821 4.051 -0.782
H -3.741 2.997 -1.669
H -4.322 4.452 -0.855
H -5.691 2.584 -0.117
H -4.668 3.109 1.228
H -4.154 0.781 -0.476
H -4.494 0.784 1.120
C -1.041 -2.854 -1.429
C 0.006 -2.368 -2.443
C -0.752 -1.761 -3.633
C 0.805 -3.594 -2.935
Si 1.257 -1.112 -1.741
Br -0.373 0.439 -0.690
C 2.309 -1.677 -0.272
C 3.501 -2.473 -0.847
C 1.504 -2.604 0.651
C 2.848 -0.505 0.563
C 2.106 0.030 -3.003
C 2.763 -0.858 -4.079
C 1.133 1.002 -3.696
C 3.195 0.878 -2.329
H -1.713 -3.548 -1.946
H -1.646 -2.036 -1.038
H -0.604 -3.390 -0.592
H -1.497 -2.486 -3.978
H -0.093 -1.549 -4.475
H -1.277 -0.844 -3.358
H 0.115 -4.294 -3.416
H 1.286 -4.125 -2.111
H 1.572 -3.332 -3.667
H 3.185 -3.340 -1.430
H 4.110 -2.839 -0.014
H 4.145 -1.857 -1.477
H 1.297 -3.565 0.179
H 0.554 -2.162 0.965
H 2.098 -2.806 1.549
H 3.661 0.016 0.066
H 3.248 -0.900 1.503
H 2.091 0.237 0.813
H 2.035 -1.449 -4.636
H 3.511 -1.537 -3.662
H 3.272 -0.208 -4.797
H 0.397 0.492 -4.313
H 1.716 1.659 -4.348
H 0.606 1.631 -2.980
H 4.005 0.267 -1.934
H 2.797 1.500 -1.524
H 3.628 1.542 -3.083
*
```

Properties
**Frontier orbital gap (alpha / beta)**: 9.41 / 5.53 eV
**ΔE to the lowest compared entry with this formula, charge and spin**: 59.5 kJ/mol



C22H43Cl20Ni2O8P | ωB97M-V/def2-TZVPD

Structure (ORCA input):
```
! wB97M-V def2-TZVPD RIJCOSX def2/J DEFGRID3
* xyz -2 5
Ni -1.757 0.034 0.912
Ni -0.924 -0.742 -1.870
P -3.506 -0.180 -0.999
O -3.569 -0.408 0.477
O -2.900 -1.203 -1.978
O -2.163 0.523 -0.954
O -4.315 0.742 -1.929
C -0.764 0.662 -4.961
O -1.361 0.038 -3.904
H -1.513 0.998 -5.677
H -0.146 1.509 -4.661
H -0.124 -0.064 -5.463
C 0.567 -0.644 0.182
O 0.253 0.378 0.775
O -0.436 -1.333 0.077
O 0.850 -0.472 -1.013
Cl 4.571 1.252 4.304
C 3.047 0.274 3.929
C 1.705 1.032 3.735
Cl 1.494 2.155 5.101
H 2.874 -0.355 4.802
H 3.294 -0.396 3.106
H 0.871 0.338 3.640
H 1.712 1.662 2.845
Cl 0.813 -2.512 4.174
C -0.493 -3.623 4.071
C -1.270 -3.313 2.764
Cl -1.977 -1.694 2.782
H -1.107 -3.417 4.947
H 0.001 -4.595 4.061
H -2.061 -4.052 2.634
H -0.645 -3.469 1.885
Cl 5.014 -2.689 -3.636
C 4.693 -1.258 -4.677
C 3.304 -0.698 -4.202
Cl 3.066 0.967 -4.937
H 4.609 -1.626 -5.700
H 5.497 -0.522 -4.713
H 3.389 -0.549 -3.126
H 2.492 -1.321 -4.576
Cl -2.018 -6.407 -2.222
C -0.351 -5.887 -2.051
C -0.300 -4.366 -1.535
Cl -0.941 -3.254 -2.745
H 0.271 -5.988 -2.940
H 0.115 -6.508 -1.286
H 0.699 -3.949 -1.403
H -0.950 -4.412 -0.661
Cl -3.564 4.556 1.611
C -3.374 4.221 3.361
C -2.335 3.116 3.731
Cl -2.464 1.662 2.732
H -4.346 4.058 3.827
H -2.941 5.165 3.692
H -2.388 2.845 4.785
H -1.288 3.395 3.608
Cl -4.785 -4.085 -2.121
C -4.222 -4.043 -0.470
C -5.044 -5.168 0.301
Cl -4.459 -5.163 1.946
H -4.350 -3.082 0.027
H -3.147 -4.224 -0.449
H -4.849 -6.170 -0.081
H -6.103 -4.932 0.408
Cl 3.986 -1.576 0.020
C 3.246 -3.212 0.018
C 2.587 -3.599 1.378
Cl 1.794 -5.170 1.114
H 4.055 -3.925 -0.138
H 2.556 -3.223 -0.826
H 1.818 -2.924 1.754
H 3.382 -3.699 2.117
Cl 0.315 4.924 1.684
C 1.686 5.531 2.620
C 1.588 7.043 2.829
Cl 1.890 7.955 1.326
H 2.586 5.138 2.147
H 1.649 5.120 3.629
H 2.419 7.310 3.482
H 0.626 7.295 3.277
Cl -2.904 3.433 -4.139
C -2.064 3.423 -2.572
C -1.720 4.864 -2.280
Cl -3.075 6.011 -2.128
H -1.219 2.741 -2.485
H -2.765 3.026 -1.837
H -1.042 5.394 -2.949
H -1.164 4.851 -1.343
Cl 1.538 4.099 -2.546
C 1.837 2.490 -1.758
C 3.033 2.455 -0.847
Cl 4.560 2.573 -1.744
H 1.946 1.731 -2.533
H 0.965 2.259 -1.145
H 3.010 1.548 -0.242
H 2.930 3.309 -0.178
*
```

Properties
**Frontier orbital gap (alpha / beta)**: 4.49 / 4.44 eV



Question: What is the formula in the third record?
Answer: C22H43Cl20Ni2O8P